Molecular formula: C55H148N8O22
Method: DFT, wB97M-V/def2-TZVPD

```
233
Properties=species:S:1:pos:R:3:forces:R:3
C -5.0835 6.0406 -4.0865 1.37 -2.54 0.95
O -4.0196 5.6551 -3.5885 -0.99 0.59 -0.46
N -5.3439 7.2407 -4.5595 0.26 2.36 -0.48
N -6.1711 5.2461 -4.2738 -0.09 -0.54 0.16
H -4.6044 7.9268 -4.5093 -0.56 0.11 -0.23
H -6.2534 7.3567 -4.9831 0.72 0.89 -0.06
H -6.9903 5.7447 -4.5906 -0.22 -1.22 0.25
H -6.1069 4.2763 -3.9989 -0.48 0.35 -0.10
C -10.2947 1.0193 -1.9119 -0.49 1.96 -0.03
C -9.3506 -0.0908 -1.6604 -0.20 -1.31 -1.06
O -8.1141 0.1322 -2.3732 -0.06 0.12 1.05
H -9.8191 1.9656 -1.6542 0.28 0.11 0.02
H -11.2113 1.0586 -1.3233 -0.05 -0.64 0.09
H -10.5697 1.1354 -2.9603 0.01 -0.31 -0.09
H -9.7995 -1.0103 -2.0361 -0.02 -0.25 -0.11
H -9.2455 -0.3006 -0.5959 0.83 0.42 0.00
H -8.1342 -0.2881 -3.2361 -0.27 -0.10 0.10
C -4.8539 -6.3650 4.0236 -0.13 -0.95 0.58
C -4.2023 -5.2197 3.3435 0.62 -0.81 -0.41
O -5.1307 -4.8138 2.3738 -0.27 1.06 -0.41
H -5.7593 -6.0653 4.5514 0.01 0.00 0.00
H -4.1883 -6.8868 4.7112 0.04 0.16 0.18
H -5.1147 -7.0906 3.2532 -0.21 -0.02 0.05
H -3.3426 -5.6043 2.7948 0.49 0.00 0.21
H -3.8467 -4.4503 4.0288 -0.28 0.35 0.00
H -4.6387 -4.2742 1.7507 -0.26 0.21 -0.22
C -8.7856 -9.6265 -6.7777 2.00 -0.96 0.24
C -8.4367 -8.3310 -7.5189 0.10 -1.09 0.76
O -9.5503 -7.5218 -7.4654 -1.54 1.04 -0.27
H -7.9270 -10.2939 -6.8519 0.20 -0.33 -0.53
H -9.6181 -10.1899 -7.1992 -0.20 0.34 -0.06
H -8.8371 -9.6206 -5.6889 -0.66 0.88 0.00
H -8.3023 -8.5588 -8.5763 0.95 -0.19 -0.06
H -7.6169 -7.7623 -7.0801 0.25 -0.39 -0.14
H -10.1519 -8.1284 -7.9033 -1.10 0.72 0.07
C -0.3329 2.3846 -14.0200 0.59 -1.40 0.81
C 0.4724 2.3838 -15.2959 -0.61 -0.04 1.41
O -0.3764 2.9703 -16.2277 0.23 0.37 -1.81
H 0.3017 1.8801 -13.2914 -0.09 0.44 0.74
H -1.2085 1.7392 -14.0887 -0.11 0.12 -0.34
H -0.6698 3.3752 -13.7144 0.32 0.02 0.12
H 0.7561 1.3644 -15.5573 -0.32 0.04 -0.43
H 1.4092 2.9123 -15.1193 0.15 0.33 -0.31
H -0.4811 3.8813 -15.9435 -0.16 0.10 -0.19
C -3.1459 -2.1357 9.5047 0.15 -0.11 -0.26
C -2.9583 -0.7236 8.9543 -0.18 -0.80 -0.35
O -2.2949 0.0553 9.8822 0.76 0.96 1.31
H -2.2586 -2.5447 9.9878 0.36 0.31 -0.27
H -3.3647 -2.7726 8.6476 -0.32 -0.25 0.19
H -3.9080 -2.2305 10.2782 -0.32 0.26 -0.29
H -3.9235 -0.2799 8.7101 -0.26 -0.04 -0.11
H -2.3635 -0.7339 8.0409 -0.09 -0.37 -0.28
H -1.7664 0.7219 9.4372 -0.11 0.05 0.05
C -6.9421 -0.1661 -9.4532 -0.57 -0.83 0.37
C -8.2408 -1.0520 -9.1791 1.50 1.22 0.15
O -8.1786 -1.4250 -7.8215 0.13 -0.49 0.89
H -7.0079 0.5778 -10.2472 -0.26 -0.30 -0.16
H -6.0691 -0.8001 -9.6079 -0.17 -0.25 -0.46
H -6.6253 0.3684 -8.5577 -0.66 0.13 0.27
H -8.2478 -1.9912 -9.7322 -0.02 0.41 -0.73
H -9.1686 -0.4889 -9.2808 0.05 0.12 -0.71
H -8.6249 -2.2736 -7.7732 0.00 -0.03 0.41
C -3.9067 -6.3318 -12.9162 0.06 -0.23 0.03
C -3.9847 -7.0931 -14.2458 0.35 -0.37 2.85
O -4.1440 -6.1943 -15.2419 0.14 1.68 -2.35
H -3.0806 -5.6278 -12.8156 -0.12 0.37 -0.77
H -3.6715 -6.9774 -12.0701 -0.68 -0.44 -0.02
H -4.8714 -5.8340 -12.8174 0.19 0.19 0.51
H -4.9079 -7.6722 -14.2217 0.33 -0.97 0.32
H -3.0530 -7.6489 -14.3506 -0.16 -0.63 -0.18
H -4.0837 -6.7095 -16.0497 -0.11 0.40 -0.39
C 2.3421 -4.6506 -14.9340 -1.18 -0.83 0.60
C 3.6917 -4.4932 -14.3019 -1.57 0.37 0.19
O 4.2340 -3.2895 -14.7293 1.47 1.09 -0.33
H 1.7057 -5.2692 -14.3012 0.15 -0.71 -0.01
H 2.3736 -5.1248 -15.9149 -0.22 0.54 -0.21
H 1.7869 -3.7197 -14.8187 0.28 0.31 -0.90
H 4.2884 -5.3871 -14.4837 0.41 0.13 0.40
H 3.4424 -4.2661 -13.2653 0.73 -0.69 0.36
H 4.4620 -3.2956 -15.6619 -0.06 -0.20 -0.10
C 0.9228 -10.0477 4.8951 -1.77 -0.23 -0.63
C 1.6048 -9.2114 5.8938 0.79 0.55 0.28
O 2.2861 -10.1376 6.7355 0.44 0.16 0.33
H 1.6072 -10.5852 4.2387 -0.04 -0.11 0.26
H 0.2205 -9.4845 4.2805 0.21 0.30 -0.27
H 0.2617 -10.7053 5.4596 0.22 -0.55 -0.23
H 0.9509 -8.5296 6.4376 -0.35 -0.33 0.23
H 2.2921 -8.5348 5.3858 0.55 -0.04 0.13
H 2.1419 -9.9702 7.6697 -0.05 0.26 -0.11
C -6.1835 2.7183 3.6144 -0.33 0.86 -0.71
O -5.1520 3.6859 3.7763 -1.12 -0.71 1.26
C -4.2047 3.6190 2.7630 -0.39 -0.73 0.30
C -3.0535 4.4787 3.1196 1.06 1.85 -0.79
N -2.8921 5.6834 2.2424 0.70 -0.29 1.19
C -1.4398 5.9704 2.2487 -1.24 0.01 0.22
C -1.1246 7.1549 1.3926 -0.37 -0.91 0.22
O 0.2520 7.0339 1.1697 0.59 0.69 -0.50
C 0.7717 7.9201 0.1750 -0.56 -0.93 0.31
H -5.8336 1.7118 3.3852 0.37 -0.12 0.37
H -6.7768 3.0149 2.7494 -0.23 -0.01 -0.32
H -6.8819 2.7299 4.4511 0.48 0.01 0.24
H -4.6927 3.8600 1.8186 0.23 0.23 -0.41
H -3.8270 2.5982 2.7054 -0.12 -0.38 -0.26
H -2.1390 3.8866 3.0844 0.23 -0.25 -0.25
H -3.0506 4.8736 4.1355 -0.63 -0.28 0.13
H -3.1252 5.4761 1.2818 -0.20 -0.33 -0.10
H -0.9845 5.0718 1.8323 0.83 0.15 0.14
H -1.0809 6.1928 3.2537 -0.10 -0.48 0.18
H -1.4541 8.0786 1.8681 0.29 0.29 0.06
H -1.7723 6.9901 0.5315 0.41 0.45 -0.91
H 0.9876 8.9020 0.5963 -0.12 0.15 -0.16
H 0.0182 7.9283 -0.6125 0.19 0.58 -0.33
H 1.6789 7.4653 -0.2227 0.05 0.12 0.12
C 5.8325 5.0330 -0.5604 0.16 0.40 0.64
O 6.8220 5.7763 0.1819 0.59 -1.49 -0.25
C 7.3262 5.0529 1.3638 -1.31 1.17 0.11
C 8.4838 5.9027 1.9301 -0.33 -0.71 -1.56
N 8.1670 7.3089 2.0120 -0.08 0.80 0.89
C 7.1715 7.5868 3.0506 0.24 0.76 -0.16
C 6.8961 9.1325 3.2240 -0.12 -1.76 0.99
O 7.8888 9.9066 3.8272 1.68 0.68 -0.74
C 8.3629 9.6190 5.1311 -1.57 -0.34 -0.04
H 6.1658 4.1796 -1.1509 0.74 -0.39 0.56
H 5.3919 5.6356 -1.3547 -0.07 0.66 0.53
H 5.0960 4.7224 0.1806 -0.44 -0.21 -0.36
H 7.5333 3.9925 1.2194 0.50 0.08 -0.62
H 6.4989 5.0452 2.0735 -0.27 0.01 0.22
H 9.2762 5.7276 1.2024 0.40 0.40 0.11
H 8.8414 5.5313 2.8905 -0.19 -0.02 0.07
H 7.6810 7.6457 1.1932 0.59 -0.38 -0.71
H 7.4889 7.0880 3.9664 -0.05 0.25 0.26
H 6.2469 7.1089 2.7269 -0.60 0.18 0.40
H 6.0126 9.2486 3.8518 -0.54 -0.27 -0.02
H 6.6546 9.5392 2.2419 0.32 0.25 0.03
H 9.0696 10.3791 5.4644 0.09 -0.14 -0.49
H 8.7413 8.6058 5.2668 0.43 -0.01 -0.32
H 7.5020 9.6803 5.7969 -0.19 0.06 0.45
C 1.2275 -2.3054 1.2409 0.53 -0.80 0.06
O 0.1761 -1.7012 0.5861 -0.46 1.23 -0.85
C 0.5895 -1.1988 -0.7078 -0.34 -1.42 0.95
C -0.5734 -0.6394 -1.4429 -0.65 -0.33 -0.62
N -1.6693 -1.6323 -1.6785 0.48 1.26 0.96
C -1.4281 -2.7943 -2.5053 0.83 0.44 0.41
C -1.1041 -2.4342 -3.9429 -0.14 0.59 -1.09
O 0.2778 -2.0544 -4.2067 -1.01 -1.05 1.87
C 0.5340 -1.5140 -5.4646 -0.41 -0.86 -0.24
H 1.5661 -3.1812 0.6873 0.41 -0.13 -0.44
H 0.9167 -2.7517 2.1855 -0.20 0.61 0.22
H 2.0569 -1.6062 1.3476 0.26 -0.06 0.37
H 0.9921 -2.0646 -1.2335 0.10 -0.12 -0.39
H 1.4048 -0.4756 -0.6894 0.05 0.28 0.56
H -0.1320 -0.2015 -2.3382 -0.06 -0.24 -0.66
H -0.9698 0.2473 -0.9482 -0.34 -0.32 0.44
H -2.4697 -1.1062 -1.9987 -0.13 -0.20 -0.09
H -2.2858 -3.4595 -2.4052 -0.37 0.27 -0.54
H -0.6706 -3.4143 -2.0258 0.52 0.17 -0.21
H -1.7586 -1.6106 -4.2283 0.09 0.86 0.34
H -1.5632 -3.1452 -4.6297 1.01 -1.01 -0.36
H 0.3118 -2.2951 -6.1916 -0.22 0.17 -0.58
H 1.6053 -1.3327 -5.5522 -0.14 0.40 0.21
H -0.0938 -0.6373 -5.6240 0.20 0.26 -0.31
C 2.6665 -9.5957 -2.6476 -0.17 -0.32 -0.39
O 2.0916 -9.8726 -3.9288 0.41 0.77 0.23
C 2.2045 -8.8164 -4.8767 0.01 0.31 -0.75
C 3.5924 -8.4468 -5.4413 1.24 -0.64 1.23
N 4.6037 -7.8464 -4.4648 -0.89 -0.56 -1.27
C 4.1087 -6.5909 -3.9400 0.32 -0.02 0.07
C 5.0862 -5.9086 -2.9767 -1.34 -0.73 -0.11
O 5.0405 -6.7090 -1.7633 0.97 0.43 -0.76
C 5.9069 -6.2382 -0.7457 -0.43 0.74 0.40
H 2.3435 -10.3713 -1.9532 -0.04 -0.11 -0.20
H 2.3226 -8.6442 -2.2421 0.11 0.21 -0.11
H 3.7536 -9.6291 -2.7195 -0.05 0.09 0.30
H 1.7734 -7.8563 -4.5930 -0.40 -0.08 0.93
H 1.5531 -9.1419 -5.6877 0.22 -0.09 -0.27
H 3.5069 -7.7424 -6.2687 -0.37 0.27 0.15
H 4.0347 -9.3233 -5.9147 0.23 -0.17 0.28
H 4.8583 -8.4841 -3.7240 -0.16 -0.02 -0.09
H 3.1537 -6.7010 -3.4261 -0.18 0.13 0.24
H 3.9242 -5.9932 -4.8327 0.04 0.53 0.15
H 4.7118 -4.9006 -2.7981 -0.04 0.17 0.37
H 6.0448 -5.7974 -3.4836 0.49 -0.45 0.50
H 5.8810 -6.8610 0.1485 -0.01 -0.61 -0.46
H 5.5399 -5.2892 -0.3546 -0.07 0.47 -0.19
H 6.9372 -6.0681 -1.0582 0.08 -0.30 -0.25
C 5.6171 -2.1727 9.5334 -0.74 0.07 0.07
O 6.4958 -1.8648 8.5017 1.14 -0.46 -1.29
C 7.6823 -2.6636 8.2644 0.88 1.15 -0.20
C 8.7469 -1.7185 7.5798 -1.48 0.06 1.39
N 8.7792 -0.4902 8.4077 0.61 -0.90 -0.55
C 9.4277 0.5326 7.6411 0.30 2.42 0.63
C 9.2663 1.9274 8.3924 -0.55 -1.96 0.10
O 7.8723 1.9423 8.6603 -0.56 0.70 0.61
C 7.4914 2.9357 9.6061 0.24 -0.47 0.27
H 4.8091 -1.4412 9.5487 0.41 0.72 -0.07
H 6.1199 -2.1292 10.4995 -0.11 -0.53 0.16
H 4.9934 -3.0424 9.3267 0.64 -0.88 0.32
H 7.5654 -3.5793 7.6850 -0.75 0.12 -0.34
H 8.1815 -3.0040 9.1717 -0.39 0.26 0.58
H 8.5151 -1.4378 6.5524 -0.43 -0.29 -0.30
H 9.7121 -2.2239 7.5485 0.09 0.00 0.24
H 7.8240 -0.1958 8.5522 -0.12 -0.12 0.09
H 8.9427 0.6904 6.6778 0.09 -0.17 -0.50
H 10.4797 0.2767 7.5146 0.07 0.16 -0.19
H 9.5405 2.8527 7.8858 0.35 -0.24 -0.48
H 9.7993 1.8553 9.3405 0.21 0.12 0.16
H 8.2611 3.0462 10.3699 0.46 0.40 -0.20
H 6.6573 2.6147 10.2302 -0.44 -0.27 -0.61
H 7.2520 3.8784 9.1141 0.11 0.13 0.09
C 0.4306 5.2556 8.3765 -0.60 -0.79 1.82
O -0.7158 5.7596 9.0745 1.18 -0.17 -1.24
C -0.4435 6.8790 9.8926 -0.04 -0.79 -0.07
C -1.8028 7.1584 10.3738 -2.40 1.23 0.65
N -1.8911 8.4474 11.0083 0.58 1.29 0.89
C -3.1173 8.7586 11.7169 -0.61 0.67 -0.74
C -4.3806 8.7811 10.7896 -0.14 -0.55 1.80
O -4.2504 9.4937 9.5855 0.19 -0.17 -0.62
C -4.3061 10.9156 9.6278 -0.56 -0.18 1.06
H 1.0411 4.8183 9.1665 0.97 0.46 0.02
H 0.9429 6.0208 7.7933 -0.04 -0.23 -0.18
H 0.1508 4.3282 7.8769 -0.36 0.58 -0.81
H -0.0251 7.7513 9.3905 -0.11 0.07 -0.68
H 0.2738 6.7000 10.6936 0.03 -0.54 0.26
H -2.2695 6.4284 11.0352 0.52 -0.45 -0.04
H -2.4756 7.2903 9.5264 0.05 -1.06 -0.56
H -1.9047 9.0618 10.2068 0.31 0.68 0.15
H -3.0445 9.7500 12.1642 0.38 0.30 -0.21
H -3.2667 8.1543 12.6117 -0.12 -0.62 -0.31
H -5.2181 9.0842 11.4180 -0.23 1.03 0.02
H -4.7280 7.7581 10.6448 0.52 -0.19 -1.12
H -3.4854 11.3323 10.2118 0.26 0.09 -0.18
H -5.2225 11.2392 10.1214 -0.24 -0.06 0.28
H -4.3736 11.3766 8.6424 0.46 -0.61 -0.18
```
Forces are in eV/Å.

Calculated values
HOMO in eV: -8.4
Frontier orbital gap in eV: 8.6934